{
  "formula": "C2H11N3O",
  "method": "wB97M-V/def2-TZVPD",
  "total_charge": 0,
  "lumo_energy_ev": 0.9662,
  "homo_energy_ev": -9.17,
  "smiles": "NCN.NCO",
  "relative_energy_kcal_mol": 8.6,
  "gap_ev": 10.14,
  "symbols": ["N", "C", "N", "H", "H", "H", "H", "H", "H", "N", "C", "O", "H", "H", "H", "H", "H"],
  "xyz": [[-0.097, 0.481, 2.177], [0.619, -0.732, 1.821], [-0.220, -1.909, 1.590], [-0.669, 0.379, 3.008], [-0.735, 0.607, 1.396], [1.457, -1.015, 2.468], [1.154, -0.362, 0.944], [-1.153, -1.761, 1.960], [0.164, -2.686, 2.114], [0.672, 1.121, -0.992], [-0.502, 0.592, -1.602], [-0.465, 0.564, -3.045], [0.881, 2.049, -1.320], [1.455, 0.509, -0.864], [-1.357, 1.207, -1.345], [-0.599, -0.450, -1.279], [0.388, 0.166, -3.253]],
  "lowdin_charge": [0.00, -0.39, -0.01, 0.06, 0.05, 0.10, 0.06, 0.06, 0.05, 0.02, -0.35, -0.08, 0.08, 0.06, 0.11, 0.11, 0.07]
}



{
  "formula": "C2H11N3O",
  "method": "wB97M-V/def2-TZVPD",
  "total_charge": 0,
  "lumo_energy_ev": 0.7163,
  "homo_energy_ev": -9.17,
  "smiles": "NCN.NCO",
  "relative_energy_kcal_mol": 5.4,
  "gap_ev": 9.88,
  "symbols": ["N", "C", "N", "H", "H", "H", "H", "H", "H", "N", "C", "O", "H", "H", "H", "H", "H"],
  "xyz": [[1.925, -1.611, 0.490], [0.914, -2.651, 0.348], [0.953, -3.448, 1.562], [2.221, -1.260, -0.409], [2.716, -2.019, 0.967], [-0.058, -2.182, 0.247], [1.084, -3.244, -0.554], [0.338, -4.246, 1.551], [0.765, -2.853, 2.354], [-2.158, 1.944, -0.264], [-1.574, 2.993, -1.052], [-0.132, 2.966, -1.076], [-1.975, 1.062, -0.722], [-1.674, 1.911, 0.627], [-1.945, 2.886, -2.082], [-1.885, 3.986, -0.759], [0.083, 2.479, -1.877]],
  "lowdin_charge": [-0.02, -0.39, -0.01, 0.06, 0.06, 0.09, 0.10, 0.06, 0.06, 0.02, -0.35, -0.08, 0.06, 0.07, 0.11, 0.10, 0.07]
}



{
  "formula": "C2H11N3O",
  "method": "wB97M-V/def2-TZVPD",
  "total_charge": 0,
  "lumo_energy_ev": 0.8057,
  "homo_energy_ev": -8.91,
  "smiles": "NCN.NCO",
  "relative_energy_kcal_mol": 13.2,
  "gap_ev": 9.71,
  "symbols": ["N", "C", "N", "H", "H", "H", "H", "H", "H", "N", "C", "O", "H", "H", "H", "H", "H"],
  "xyz": [[-1.937, 0.612, 1.094], [-2.071, -0.357, 0.057], [-2.382, 0.214, -1.284], [-2.687, 1.293, 1.050], [-1.054, 1.105, 1.013], [-2.875, -1.054, 0.252], [-1.118, -0.869, -0.094], [-2.423, -0.510, -1.988], [-1.787, 0.964, -1.603], [1.349, -0.663, 0.905], [1.812, 0.021, -0.286], [3.201, 0.074, -0.378], [1.998, -0.901, 1.629], [0.520, -1.213, 0.797], [1.272, 0.981, -0.376], [1.465, -0.507, -1.190], [3.545, 0.825, 0.112]],
  "lowdin_charge": [0.01, -0.38, -0.02, 0.07, 0.05, 0.10, 0.07, 0.05, 0.05, 0.02, -0.39, -0.04, 0.07, 0.03, 0.10, 0.11, 0.09]
}



{
  "formula": "C2H11N3O2",
  "method": "wB97M-V/def2-TZVPD",
  "total_charge": 0,
  "lumo_energy_ev": 0.4767,
  "homo_energy_ev": -8.50,
  "smiles": "[H]/N=C(\\N)NC.O.O",
  "relative_energy_kcal_mol": 34.4,
  "gap_ev": 8.98,
  "symbols": ["H", "N", "C", "N", "N", "C", "H", "H", "H", "H", "H", "H", "O", "H", "H", "O", "H", "H"],
  "xyz": [[0.517, 0.448, -1.793], [0.111, 0.709, -0.905], [0.880, 0.388, 0.096], [2.236, 0.627, 0.096], [0.507, -0.478, 1.096], [-0.909, -0.590, 1.417], [2.751, 0.203, 0.850], [2.686, 0.777, -0.787], [1.078, -1.268, 1.324], [-1.297, 0.372, 1.748], [-1.501, -0.835, 0.532], [-1.079, -1.341, 2.183], [-1.425, 3.071, -0.531], [-1.035, 3.893, -0.214], [-0.728, 2.387, -0.461], [-0.946, -2.781, -1.172], [-0.440, -2.182, -1.734], [-1.408, -3.400, -1.745]],
  "lowdin_charge": [0.05, 0.06, -0.54, 0.14, -0.02, -0.10, 0.09, 0.09, 0.13, 0.08, 0.06, 0.08, -0.10, 0.02, -0.03, -0.06, 0.03, 0.03]
}



{
  "formula": "C2H11N3O2",
  "method": "wB97M-V/def2-TZVPD",
  "total_charge": 0,
  "lumo_energy_ev": 0.4394,
  "homo_energy_ev": -9.32,
  "smiles": "[H]/N=C(\\N)NC.O.O",
  "relative_energy_kcal_mol": 50.1,
  "gap_ev": 9.76,
  "symbols": ["H", "N", "C", "N", "N", "C", "H", "H", "H", "H", "H", "H", "O", "H", "H", "O", "H", "H"],
  "xyz": [[0.017, 1.015, -1.633], [-0.372, 0.183, -1.250], [0.169, -0.523, -0.332], [1.348, -0.408, 0.449], [-0.482, -1.735, 0.194], [-0.662, -2.715, -0.926], [1.653, -1.298, 0.872], [1.897, 0.264, -0.036], [-1.334, -1.546, 0.663], [0.328, -2.721, -1.385], [-1.097, -3.648, -0.501], [-1.270, -2.106, -1.767], [3.408, 1.894, 3.535], [2.515, 1.892, 4.061], [3.272, 2.076, 2.588], [-3.315, 3.303, -1.815], [-2.823, 2.549, -1.870], [-3.254, 3.525, -0.845]],
  "lowdin_charge": [0.03, 0.13, -0.53, 0.11, -0.10, -0.12, 0.11, 0.07, 0.08, 0.06, 0.08, 0.10, -0.12, 0.09, 0.02, -0.04, -0.04, 0.07]
}



{
  "formula": "C2H11N3O2",
  "method": "wB97M-V/def2-TZVPD",
  "total_charge": 0,
  "lumo_energy_ev": 0.5756,
  "homo_energy_ev": -9.55,
  "smiles": "[H]/N=C(\\N)NC.O.O",
  "relative_energy_kcal_mol": 15.5,
  "gap_ev": 10.13,
  "symbols": ["H", "N", "C", "N", "N", "C", "H", "H", "H", "H", "H", "H", "O", "H", "H", "O", "H", "H"],
  "xyz": [[-0.436, 2.324, 0.626], [-0.291, 1.509, 0.052], [0.526, 0.605, 0.421], [1.252, 0.626, 1.615], [0.430, -0.684, -0.156], [-0.478, -0.828, -1.271], [1.217, -0.234, 2.149], [1.093, 1.418, 2.225], [1.356, -1.060, -0.331], [-1.334, -0.185, -1.113], [-0.086, -0.546, -2.254], [-0.874, -1.847, -1.407], [-0.340, -2.541, 2.830], [-1.272, -2.760, 2.735], [-0.111, -2.324, 1.916], [-0.395, 2.213, -3.023], [-0.664, 2.590, -2.183], [0.408, 1.724, -2.831]],
  "lowdin_charge": [0.05, 0.11, -0.54, 0.11, -0.04, -0.13, 0.08, 0.09, 0.12, 0.07, 0.07, 0.08, -0.06, 0.04, 0.01, -0.08, 0.00, 0.01]
}



{
  "formula": "C2H11N4O",
  "method": "wB97M-V/def2-TZVPD",
  "total_charge": 1,
  "lumo_energy_ev": -2.9277,
  "homo_energy_ev": -13.95,
  "smiles": "NCN[NH2+]CON",
  "relative_energy_kcal_mol": 113.3,
  "gap_ev": 11.02,
  "symbols": ["N", "C", "N", "N", "C", "O", "N", "H", "H", "H", "H", "H", "H", "H", "H", "H", "H", "H"],
  "xyz": [[1.647, -1.096, -0.587], [2.040, -0.074, 0.338], [1.257, 1.136, 0.100], [-0.100, 0.916, 0.416], [-1.109, 0.241, -0.728], [-2.362, 0.292, -0.227], [-2.603, -0.669, 0.767], [1.721, -2.051, -0.301], [2.185, -0.921, -1.413], [1.920, -0.470, 1.413], [3.117, 0.360, 0.234], [1.211, 1.380, -0.854], [-0.385, 0.563, 1.382], [-0.423, 1.900, 0.398], [-1.096, 0.930, -1.573], [-0.836, -0.795, -0.859], [-2.891, -1.458, 0.124], [-3.294, -0.184, 1.371]],
  "lowdin_charge": [0.03, -0.28, -0.03, 0.06, -0.11, -0.19, 0.05, 0.09, 0.08, 0.15, 0.15, 0.11, 0.20, 0.18, 0.15, 0.11, 0.14, 0.12]
}



{
  "formula": "C2H11N5O",
  "method": "wB97M-V/def2-TZVPD",
  "total_charge": 0,
  "lumo_energy_ev": [-0.3049, -1.5215],
  "homo_energy_ev": [-8.78, -8.13],
  "relative_energy_kcal_mol": 61.5,
  "gap_ev": [8.47, 6.61],
  "symbols": ["C", "N", "N", "N", "H", "H", "H", "H", "H", "H", "H", "C", "N", "N", "O", "H", "H", "H", "H"],
  "xyz": [[-0.899, 0.321, 2.594], [0.835, 0.526, -0.210], [0.064, -0.376, 1.782], [2.057, 0.530, -0.861], [0.532, 1.482, -0.042], [0.967, 0.078, 1.912], [2.087, 1.204, -1.627], [2.208, -0.410, -1.215], [-0.593, 0.143, 3.641], [-1.894, -0.080, 2.424], [-0.923, 1.409, 2.457], [-0.371, -0.198, -0.834], [-0.641, 0.487, -2.107], [0.135, -1.557, -1.076], [-1.333, -0.035, 0.041], [-1.640, 0.558, -2.238], [-0.226, -0.017, -2.881], [0.202, -1.997, -0.161], [-0.567, -2.069, -1.598]],
  "lowdin_charge": [-0.19, -0.08, 0.08, 0.04, 0.13, 0.05, 0.08, 0.07, 0.09, 0.07, 0.08, -0.80, 0.10, 0.08, -0.07, 0.07, 0.07, 0.06, 0.07]
}



Which formula does entry 4 have? C2H11N3O2